No. 1
{
  "formula": "C29H80O11",
  "method": "the ωB97M-V functional and the def2-TZVPD basis",
  "elements": ["C", "C", "C", "O", "H", "H", "H", "H", "H", "H", "H", "H", "C", "C", "C", "O", "H", "H", "H", "H", "H", "H", "H", "H", "C", "C", "C", "O", "H", "H", "H", "H", "H", "H", "H", "H", "C", "C", "C", "O", "H", "H", "H", "H", "H", "H", "H", "H", "C", "C", "C", "O", "H", "H", "H", "H", "H", "H", "H", "H", "C", "C", "C", "O", "H", "H", "H", "H", "H", "H", "H", "H", "C", "C", "C", "O", "H", "H", "H", "H", "H", "H", "H", "H", "C", "C", "C", "O", "H", "H", "H", "H", "H", "H", "H", "H", "C", "C", "C", "O", "H", "H", "H", "H", "H", "H", "H", "H", "C", "O", "H", "H", "H", "H", "C", "O", "H", "H", "H", "H"],
  "positions_angstrom": [[-2.23781, 0.36350, 1.68930], [-1.91322, -0.78523, 0.61452], [-0.43028, -1.21159, 0.34907], [-2.73048, -1.85603, 1.06472], [-1.47573, 1.13819, 1.60447], [-2.06017, -0.01646, 2.69537], [-3.25741, 0.74173, 1.61548], [-2.34607, -0.51147, -0.34766], [-0.37133, -2.15417, -0.19515], [-0.07093, -1.61780, 1.29457], [0.22901, -0.40578, 0.02644], [-3.60375, -1.49703, 1.23826], [4.27160, -8.46563, 1.24887], [4.59197, -9.52939, 2.21426], [5.04513, -10.82377, 1.53391], [5.54758, -9.04319, 3.18450], [5.08898, -8.01052, 0.68951], [3.99992, -7.56540, 1.80013], [3.41095, -8.63956, 0.60302], [3.65394, -9.65820, 2.75428], [5.47312, -11.38363, 2.36546], [5.88807, -10.75736, 0.84605], [4.23028, -11.44731, 1.16606], [6.40010, -9.16827, 2.76122], [-7.49416, 9.51688, 2.05797], [-6.30545, 9.40662, 3.06128], [-6.20333, 8.10169, 3.87569], [-5.16095, 9.65656, 2.30649], [-7.60097, 10.50364, 1.60742], [-8.48794, 9.26648, 2.42919], [-7.30685, 8.77259, 1.28399], [-6.43695, 10.27084, 3.71238], [-5.55269, 8.25469, 4.73671], [-5.87347, 7.29327, 3.22320], [-7.18053, 7.73724, 4.19249], [-4.43143, 9.08640, 2.56010], [-2.03909, -5.13504, -5.41875], [-3.26518, -4.86603, -6.32104], [-4.03984, -3.73018, -5.67267], [-2.77138, -4.57949, -7.62172], [-1.64264, -6.09482, -5.75005], [-2.39632, -5.24887, -4.39526], [-1.25864, -4.37495, -5.38334], [-3.82767, -5.79736, -6.38683], [-3.40730, -2.84269, -5.65405], [-4.28812, -3.90065, -4.62510], [-4.96302, -3.57362, -6.23064], [-2.84094, -5.35973, -8.17668], [6.50310, 2.71884, 0.46672], [7.32853, 3.97382, 0.28403], [8.76173, 3.78675, -0.04333], [6.78037, 4.74241, -0.77741], [5.54910, 3.16905, 0.74114], [6.93429, 2.23576, 1.34354], [6.45287, 2.00173, -0.35263], [7.31119, 4.79377, 1.00200], [8.98918, 3.46192, -1.05864], [9.17957, 2.99968, 0.58439], [9.39001, 4.65653, 0.14863], [5.86759, 4.92347, -0.54150], [2.20958, 9.95060, 1.58714], [1.42977, 9.54239, 2.88475], [0.84480, 10.94829, 3.43212], [0.43975, 8.59731, 2.56144], [2.98708, 10.71439, 1.60239], [1.46043, 10.28700, 0.87040], [2.70493, 9.04086, 1.24786], [2.06650, 9.18829, 3.69549], [-0.11641, 10.67833, 3.86948], [0.78490, 11.70433, 2.64923], [1.42361, 11.39537, 4.24033], [0.68641, 7.71827, 2.85816], [5.70546, -3.81202, -4.88890], [5.97085, -5.03329, -5.78712], [5.29881, -6.29446, -5.32183], [5.45560, -4.77855, -7.09608], [5.89766, -4.04698, -3.84202], [4.64556, -3.55792, -4.90156], [6.42678, -3.05965, -5.20787], [7.04047, -5.17976, -5.93730], [4.37610, -6.15505, -4.75856], [5.97183, -6.74280, -4.59099], [5.14176, -6.92140, -6.19955], [4.55163, -4.45887, -7.04879], [-2.53919, -9.96360, 2.73181], [-2.95542, -8.80501, 1.90607], [-4.44245, -8.54794, 1.87949], [-2.46291, -7.65542, 2.60614], [-1.71110, -10.48321, 2.24977], [-3.40756, -10.62235, 2.72295], [-2.45710, -9.79592, 3.80570], [-2.51362, -8.90530, 0.91468], [-4.61596, -7.58359, 1.40197], [-4.73863, -8.39946, 2.91792], [-4.94121, -9.37141, 1.36839], [-2.69563, -6.83379, 2.16754], [-1.63737, 6.37738, -3.44849], [-1.16163, 4.88855, -3.18305], [-0.77016, 4.08103, -4.47760], [-0.03451, 5.06038, -2.39195], [-2.71979, 6.34163, -3.57178], [-1.08401, 6.84470, -4.26304], [-1.57091, 7.00310, -2.55846], [-1.98648, 4.30924, -2.76818], [-0.05842, 4.39893, -5.23948], [-1.66917, 3.95519, -5.08096], [-0.41782, 3.08353, -4.21502], [-0.16963, 5.79919, -1.79404], [2.25018, 3.47118, 6.47626], [0.90814, 3.52788, 6.11278], [2.98138, 4.13049, 6.00855], [2.37610, 3.78022, 7.51393], [2.62058, 2.45986, 6.30852], [0.41293, 2.91085, 6.65652], [-8.97334, -1.29627, 2.51346], [-8.29562, -1.94104, 1.49746], [-8.37507, -0.58207, 3.07923], [-9.85200, -0.78894, 2.11512], [-9.45314, -1.85085, 3.31989], [-8.84956, -2.24500, 0.77472]],
  "relative_energy_kj_mol": 622.8,
  "homo_lumo_gap_ha": 0.370,
  "e_tot_ha": -1980.29184,
  "total_charge": 0,
  "homo_ev": -9.9,
  "multiplicity": 1
}

---

No. 2
{
  "formula": "C29H85N13O21",
  "method": "the ωB97M-V functional and the def2-TZVPD basis",
  "elements": ["C", "C", "O", "O", "H", "H", "H", "H", "H", "H", "C", "C", "O", "O", "H", "H", "H", "H", "H", "H", "C", "C", "O", "O", "H", "H", "H", "H", "H", "H", "C", "C", "O", "O", "H", "H", "H", "H", "H", "H", "C", "C", "O", "O", "H", "H", "H", "H", "H", "H", "C", "C", "O", "O", "H", "H", "H", "H", "H", "H", "C", "C", "O", "O", "H", "H", "H", "H", "H", "H", "C", "O", "N", "N", "H", "H", "H", "H", "C", "O", "N", "N", "H", "H", "H", "H", "C", "O", "N", "N", "H", "H", "H", "H", "C", "O", "N", "N", "H", "H", "H", "H", "C", "O", "N", "N", "H", "H", "H", "H", "C", "O", "N", "N", "H", "H", "H", "H", "C", "C", "C", "C", "C", "C", "N", "O", "C", "C", "C", "H", "H", "H", "H", "H", "H", "H", "H", "H", "H", "H", "H", "H", "H", "H", "H", "H", "H", "H"],
  "positions_angstrom": [[-3.11085, -1.22451, -6.31774], [-3.80257, -1.30717, -4.95593], [-4.50639, -0.11975, -4.58517], [-2.35977, 0.05932, -6.40778], [-3.82250, -1.48702, -7.10052], [-2.35755, -2.00864, -6.24176], [-3.02729, -1.47589, -4.20856], [-4.42856, -2.19937, -4.94089], [-3.92271, 0.63357, -4.46933], [-2.68396, 0.61245, -7.12230], [-5.46254, -0.54506, 2.43218], [-6.53503, -0.08145, 1.41564], [-7.48026, 0.69865, 2.05742], [-5.90890, -1.28661, 3.54133], [-5.06641, 0.43224, 2.70799], [-4.69435, -1.04897, 1.84561], [-7.09536, -0.96031, 1.09669], [-6.10996, 0.40938, 0.54014], [-7.07135, 1.40648, 2.56078], [-6.71570, -0.96832, 3.95287], [1.85859, 0.38973, 4.59184], [1.10918, -0.79083, 5.29607], [0.94770, -0.40364, 6.70307], [3.20372, 0.47363, 5.08447], [1.37435, 1.34239, 4.80644], [1.98017, 0.20664, 3.52423], [1.60542, -1.76010, 5.34448], [0.10058, -0.93921, 4.91030], [0.48389, -1.10420, 7.16751], [3.09080, 0.54336, 6.03525], [5.53279, -0.58326, 1.21243], [5.86695, -1.65842, 0.19864], [7.18996, -1.47577, -0.12955], [5.30666, 0.63165, 0.51928], [6.37433, -0.56147, 1.90485], [4.68111, -0.79282, 1.85960], [5.25363, -1.75094, -0.69767], [5.81089, -2.63648, 0.67650], [7.33411, -0.53851, -0.27908], [5.10211, 1.28143, 1.19570], [2.86517, -1.78303, -4.22891], [3.29135, -1.40706, -5.69756], [2.32072, -1.85713, -6.62227], [2.52151, -3.16802, -4.00761], [1.93493, -1.22568, -4.11881], [3.39163, -1.55694, -3.30164], [4.22077, -1.87322, -6.02465], [3.49595, -0.33769, -5.74947], [2.30497, -1.22283, -7.34270], [3.36715, -3.61762, -4.07357], [-1.55748, 4.18614, 2.58295], [-0.77951, 5.03615, 1.61566], [-1.38093, 6.33185, 1.54390], [-0.64274, 3.03744, 2.83780], [-2.53892, 3.93847, 2.17855], [-1.78597, 4.57320, 3.57596], [-0.82167, 4.70932, 0.57667], [0.27381, 5.10264, 1.88803], [-1.36541, 6.85633, 2.34782], [-0.85749, 2.51164, 3.61175], [-3.54884, 2.19953, 5.81548], [-2.98871, 1.50039, 4.56330], [-1.62279, 1.30741, 4.69498], [-3.39250, 1.22773, 6.83588], [-4.56313, 2.57251, 5.67334], [-2.87639, 3.01946, 6.06771], [-3.15603, 2.00968, 3.61423], [-3.47007, 0.52244, 4.56328], [-1.65330, 1.07704, 5.62643], [-4.21286, 0.76969, 7.03290], [-2.58467, 3.59625, -3.90328], [-2.98706, 3.38267, -2.84674], [-2.16574, 2.69085, -4.71759], [-2.39568, 4.76557, -4.43547], [-1.65056, 1.90958, -4.33773], [-2.11038, 2.95148, -5.69182], [-2.42733, 4.77787, -5.44490], [-2.93454, 5.51421, -4.02406], [3.17805, 4.58445, 4.31018], [4.03732, 4.46872, 3.47088], [3.17634, 5.32862, 5.38804], [2.06813, 3.90492, 4.25911], [3.79129, 6.11791, 5.52573], [2.41001, 5.04535, 5.98184], [1.84933, 3.43041, 3.39478], [1.38575, 3.95268, 5.00219], [-1.41945, -4.47437, -4.02209], [-2.57606, -4.28763, -3.60036], [-0.97670, -5.26845, -4.96353], [-0.36118, -3.87003, -3.55666], [-1.70052, -5.94522, -5.15891], [0.01199, -5.46559, -5.02461], [0.50896, -3.75949, -4.05739], [-0.59453, -3.17570, -2.86127], [-2.01598, -4.14399, 2.94835], [-1.50585, -3.30429, 3.71641], [-3.02458, -3.88423, 2.17557], [-1.68199, -5.38019, 2.91768], [-3.37861, -4.57469, 1.52902], [-3.32925, -2.92306, 2.11698], [-2.11215, -6.10911, 2.36655], [-0.80748, -5.51305, 3.40521], [6.01171, 0.69852, -3.56640], [6.76985, 0.54713, -4.47895], [6.37284, 0.57404, -2.30417], [4.71920, 1.03718, -3.62164], [7.35390, 0.61721, -2.06806], [5.69511, 0.94024, -1.65096], [4.16971, 1.21482, -4.45026], [4.17840, 1.06926, -2.76922], [2.63674, -4.66500, -0.05182], [3.84413, -4.88820, -0.03154], [1.82176, -4.73411, 0.96395], [2.07534, -4.23139, -1.09948], [0.84644, -4.78773, 0.70712], [2.06964, -4.57574, 1.93017], [2.68068, -4.29505, -1.90545], [1.07836, -4.06972, -1.09697], [-2.73946, 0.41661, 0.40913], [-1.39554, 0.03545, -0.22864], [-1.54323, 0.42384, -1.73859], [-0.39175, 0.29200, -2.56579], [0.76695, 1.12251, -1.95588], [1.06276, 0.87444, -0.49711], [-0.18101, 0.72796, 0.25280], [-0.01578, 0.48613, 1.60103], [1.87560, -0.35220, -0.32543], [1.77365, 2.07075, 0.20785], [-1.13527, -1.49500, -0.10772], [-2.72832, 0.00866, 1.41985], [-3.43870, -0.15427, -0.20181], [-2.97105, 1.47550, 0.52411], [-2.34137, -0.12327, -2.24033], [-1.74232, 1.48700, -1.60381], [-0.73770, 0.72888, -3.50256], [-0.08441, -0.74053, -2.73172], [0.55999, 2.14525, -2.27094], [1.67053, 0.94580, -2.53933], [2.94079, -0.15670, -0.44894], [1.82887, -0.79053, 0.67145], [1.66581, -1.12415, -1.06582], [2.62994, 2.31471, -0.42092], [1.21337, 3.00200, 0.12448], [2.00656, 1.93570, 1.26408], [-1.98145, -2.12805, -0.37480], [-0.78658, -1.68093, 0.90813], [-0.25370, -1.69739, -0.71598], [-0.34569, 1.30369, 1.98097]],
  "homo_lumo_gap_ha": [0.356, 0.201],
  "e_tot_ha": -3447.41724,
  "total_charge": 1,
  "homo_ev": [-11.6, -11.6],
  "multiplicity": 2
}

---

No. 3
{
  "formula": "C29H87CsO15",
  "method": "the ωB97M-V functional and the def2-TZVPD basis",
  "elements": ["Cs", "C", "O", "H", "H", "H", "C", "C", "O", "H", "H", "H", "H", "H", "H", "C", "C", "O", "H", "H", "H", "H", "H", "H", "C", "C", "O", "H", "H", "H", "H", "H", "H", "C", "C", "O", "H", "H", "H", "H", "H", "H", "C", "C", "O", "H", "H", "H", "H", "H", "H", "C", "C", "O", "H", "H", "H", "H", "H", "H", "C", "C", "O", "H", "H", "H", "H", "H", "H", "C", "C", "O", "H", "H", "H", "H", "H", "H", "C", "C", "O", "H", "H", "H", "H", "H", "H", "C", "C", "O", "H", "H", "H", "H", "H", "H", "C", "C", "O", "H", "H", "H", "H", "H", "H", "C", "C", "O", "H", "H", "H", "H", "H", "H", "C", "C", "O", "H", "H", "H", "H", "H", "H", "C", "C", "O", "H", "H", "H", "H", "H", "H"],
  "positions_angstrom": [[0.41526, -2.22901, -3.85470], [0.27659, -0.35201, 0.71160], [-0.04483, -0.39364, -0.68091], [1.34343, -0.16104, 0.82772], [-0.14372, 0.31609, 1.46333], [-0.07744, -1.28131, 1.15787], [-0.42733, 4.55666, 3.72187], [-0.67028, 3.15443, 4.18386], [-0.09512, 2.99016, 5.47435], [0.62251, 4.84908, 3.74233], [-0.89190, 5.31324, 4.35422], [-0.92811, 4.68922, 2.76283], [-0.22462, 2.32056, 3.64151], [-1.74338, 2.97239, 4.24218], [0.77447, 2.60237, 5.35176], [-3.58133, -4.01843, -5.21797], [-3.66994, -3.65052, -3.75017], [-2.38228, -3.34712, -3.24177], [-4.51080, -3.96728, -5.78505], [-3.01004, -4.92077, -5.43594], [-3.06386, -3.18362, -5.69063], [-4.05535, -4.49283, -3.17567], [-4.26444, -2.77809, -3.47897], [-2.39825, -2.86523, -2.41163], [-2.84468, 0.34514, -5.20738], [-2.11451, 1.70571, -5.54940], [-1.23789, 1.44608, -6.59108], [-3.13065, 0.36141, -4.15569], [-2.05796, -0.40545, -5.28333], [-3.68931, 0.12601, -5.86060], [-1.60713, 2.24203, -4.74751], [-2.82915, 2.43303, -5.93460], [-0.32887, 1.31874, -6.30989], [-4.06685, 2.52643, 1.36745], [-2.98301, 3.13298, 0.46763], [-3.55454, 3.06163, -0.78349], [-5.02540, 3.04227, 1.42398], [-3.66295, 2.53764, 2.37979], [-4.24297, 1.50578, 1.02780], [-2.05187, 2.56642, 0.47680], [-2.87954, 4.21379, 0.56377], [-2.83566, 2.68039, -1.29287], [2.25477, 2.73242, -5.78159], [2.09913, 1.24488, -5.79231], [1.00517, 0.87812, -5.01132], [2.99560, 3.13730, -6.47105], [2.40787, 3.11982, -4.77432], [1.36523, 3.23900, -6.15600], [2.97845, 0.82615, -5.30285], [2.10778, 0.80309, -6.78873], [1.28867, 1.06561, -4.11350], [-2.07908, -7.00273, 1.54316], [-1.46415, -7.73788, 2.68703], [-0.10954, -7.67790, 2.84618], [-3.16288, -7.08885, 1.62115], [-1.91312, -7.40440, 0.54355], [-1.81717, -5.94802, 1.45900], [-1.76286, -8.77724, 2.55068], [-1.89294, -7.21731, 3.54333], [0.21100, -6.94126, 3.37175], [0.33201, -0.59079, 5.17972], [1.54843, -0.20825, 5.91491], [2.05166, 0.94727, 5.21830], [-0.26209, -1.25027, 5.81236], [0.57060, -1.16835, 4.28663], [-0.33132, 0.25255, 4.98772], [2.25355, -1.03719, 5.97617], [1.25163, 0.08159, 6.92288], [2.95217, 1.01541, 5.54392], [3.62403, 6.31929, 0.80572], [2.36215, 5.69344, 0.13363], [1.69623, 4.80774, 0.98135], [3.43174, 6.54759, 1.85406], [3.81879, 7.30013, 0.37199], [4.49498, 5.66728, 0.73928], [2.54413, 5.32214, -0.87490], [1.68632, 6.54709, 0.08238], [2.25553, 4.11469, 1.33976], [3.50238, -0.12445, 2.68033], [4.05591, 1.28205, 2.70267], [3.21725, 2.07332, 1.76869], [2.41798, -0.10551, 2.78902], [4.09523, -0.72515, 3.37010], [3.70945, -0.52882, 1.68952], [5.11862, 1.32515, 2.46416], [3.96064, 1.77994, 3.66762], [2.38278, 2.07690, 2.24329], [3.05720, -2.89791, -0.25314], [1.79693, -3.60456, 0.14974], [0.71453, -3.39829, -0.67736], [3.29346, -3.01125, -1.31117], [3.87804, -3.15597, 0.41598], [3.01887, -1.85092, 0.04762], [1.49498, -3.29350, 1.14983], [1.89671, -4.68978, 0.12924], [0.54605, -2.45331, -0.66214], [-4.87424, -1.75543, -0.73640], [-3.53768, -1.08084, -0.38594], [-2.45428, -1.86472, -0.87050], [-4.92706, -2.83438, -0.59088], [-5.01339, -1.70656, -1.81637], [-5.67504, -1.11715, -0.36300], [-3.35606, -0.82356, 0.65758], [-3.48751, -0.11795, -0.89428], [-1.63074, -1.38499, -0.75545], [-0.93185, -3.73067, 3.90651], [0.01447, -4.44130, 4.90322], [0.63194, -5.58245, 4.38272], [-1.40640, -2.92828, 4.47136], [-1.76248, -4.29035, 3.47650], [-0.38700, -3.38609, 3.02758], [-0.50596, -4.78138, 5.79854], [0.81060, -3.76621, 5.21710], [1.56668, -5.38970, 4.48622], [4.31277, 0.88766, -1.74160], [2.91978, 1.48712, -1.63553], [2.05043, 0.77363, -2.45918], [4.45278, 0.43030, -2.72105], [4.49063, 0.11429, -0.99436], [5.04870, 1.68470, -1.63564], [3.06111, 2.49911, -2.01502], [2.58962, 1.56174, -0.59942], [1.40203, 0.32414, -1.91225], [-0.07945, 3.90599, -3.12682], [-0.20904, 3.31173, -1.73797], [-1.04910, 2.13069, -1.73489], [0.22103, 3.19905, -3.90016], [0.38908, 4.88353, -3.24080], [-1.12984, 4.02172, -3.39400], [-0.68214, 4.05898, -1.10087], [0.71977, 3.00620, -1.25625], [-0.63761, 1.42860, -1.22562]],
  "relative_energy_kj_mol": 81.3,
  "homo_lumo_gap_ha": 0.298,
  "e_tot_ha": -2305.63615,
  "total_charge": 0,
  "homo_ev": -8.4,
  "multiplicity": 1
}

---

For the records above, the corresponding strongest force on any atom values read 3.6 7.6 2.6 eV/A.